A structure of composition C21H47NO2RhSSi2. Source: OMol25; level of theory: the ωB97M-V functional and the def2-TZVPD basis.

XYZ file:
```
75
C21H47NO2RhSSi2, DFT the ωB97M-V functional and the def2-TZVPD basis
O 0.25788 3.43895 -0.97018
O -3.47700 4.67845 -2.82120
C 0.30412 4.56103 -0.02279
C 1.72491 4.91535 0.38117
H -0.30324 4.25371 0.83830
H -0.21009 5.46687 -0.41652
H 2.26828 4.09642 0.86827
H 1.63694 5.76197 1.07470
H 2.30880 5.23240 -0.48988
C 0.43909 3.73605 -2.35053
C 0.01712 5.12101 -2.79642
H -0.14211 2.99498 -2.89239
H 1.49491 3.53801 -2.55486
H -1.03614 5.26693 -2.52814
H 0.13304 5.17719 -3.87535
H 0.65278 5.88274 -2.33352
C -3.68755 3.43517 -3.46039
C -4.29871 4.96702 -1.69294
C -3.12897 3.48560 -4.86897
H -4.75733 3.22227 -3.48137
H -3.20523 2.62355 -2.88296
H -3.53801 4.33367 -5.41380
H -3.38627 2.59203 -5.43287
H -2.05298 3.57386 -4.87532
C -4.91177 6.36134 -1.77797
H -3.66497 4.90573 -0.79159
H -5.10313 4.23118 -1.60499
H -4.16030 7.14425 -1.88024
H -5.48265 6.55568 -0.86278
H -5.61405 6.43392 -2.61748
H -0.48692 1.78415 0.11203
Rh 0.42441 0.28593 -0.63422
C -1.37786 1.98876 0.63585
Si -2.53957 0.75445 1.34987
H -0.96131 2.48828 1.49961
H -1.91645 2.60522 -0.01808
C -3.46655 2.02033 2.59010
C -2.04556 -0.64758 2.45151
C -3.92762 0.24886 0.23560
C 2.16844 1.10811 -0.60907
Si 2.25580 0.28765 -2.33184
H 2.75843 0.61901 0.20199
H 2.34222 2.20431 -0.62420
C 3.38644 1.40473 -3.36575
C 0.62341 0.14044 -3.28573
C 3.00492 -1.42048 -2.14564
H -3.92751 0.81728 -0.69925
H -4.91021 0.40025 0.70002
H -3.86616 -0.81125 -0.02523
H -2.73664 2.47195 3.29595
H -4.25143 1.50165 3.18668
H -3.96637 2.83664 2.02353
H -0.96180 -0.67923 2.59690
H -2.33848 -1.61375 2.02328
H -2.50789 -0.60801 3.44249
H 0.75163 0.64989 -4.25237
H -0.25310 0.62325 -2.79377
H 0.37593 -0.91766 -3.43500
H 3.52332 -1.65631 -3.08902
H 2.24550 -2.19411 -1.95253
H 3.74013 -1.42461 -1.32262
H 3.88463 0.77744 -4.12403
H 4.15305 1.86788 -2.72068
H 2.81763 2.19735 -3.87914
S -1.24090 -1.40192 -0.96308
C -0.06179 -2.19084 -0.00738
C 0.15478 -3.55995 0.18879
C 1.23360 -3.99657 0.94659
C 2.07670 -3.03320 1.55566
C 1.84238 -1.67087 1.33417
N 0.85549 -1.27944 0.48918
H -0.54465 -4.23341 -0.32931
H 1.43385 -5.06583 1.09368
H 2.91520 -3.31992 2.18866
H 2.47836 -0.90608 1.82530
```

Values from the calculation:
Total charge: +1
Strongest force on any atom in eV/Å: 4.06
HOMO level (spin up / spin down) in Ha: -0.37810 / -0.42908
Gap between HOMO and LUMO (spin up / spin down) in eV: 7.0 / 5.4
⟨S²⟩: 6.018
Multiplicity: 5
ΔE to the lowest compared entry with this formula, charge and spin in eV: 0.150